(a)
A molecular structure, C8H9O2S2, computed with ωB97M-V with the def2-TZVPD basis set.

As for the total charge: +1. The calculation puts the frontier orbital gap at 9.691 eV. As for the molar mass: 201.29 g/mol. Its LUMO energy is -4.3 eV.

CARTESIAN COORDINATES (ANGSTROEM)
C: -2.0164 1.6637 -1.1609
C: -2.9581 1.8006 -0.0902
C: -1.5074 0.3416 -1.0366
C: -2.0644 -0.4960 -0.0621
C: 0.9508 -0.4823 -0.7703
C: -0.3482 -0.4338 -1.6568
C: 0.6528 -1.4502 0.3676
C: 0.7360 -0.7586 1.7042
O: -1.5789 -3.2432 0.3120
O: -0.7604 -1.8093 -1.6536
S: -3.2369 0.3972 0.8490
S: -1.0920 -1.9581 -0.1385
H: -1.5582 2.5306 -1.5768
H: -3.6872 2.5492 -0.1443
H: 1.7761 -0.7064 -1.4463
H: 1.0984 0.5056 -0.2458
H: 0.0030 -0.2532 -2.7143
H: 1.2833 -2.3304 0.3794
H: 0.6798 0.3062 1.7249
H: 1.6038 -1.0205 2.2448
H: 0.1216 -1.0109 2.5395

(b)
A molecular structure, C8H9O2S2, computed with ωB97M-V with the def2-TZVPD basis set.

As for the total charge: +1. The calculation puts the frontier orbital gap at 9.848 eV. As for the molar mass: 201.29 g/mol. Its LUMO energy is -3.7 eV.

CARTESIAN COORDINATES (ANGSTROEM)
C: -1.8952 0.4781 -1.4908
C: -1.4843 -0.1057 -2.6769
C: -0.7418 0.8163 -0.6781
C: 0.4871 0.4514 -1.2648
C: -0.3753 0.1970 1.6516
C: -0.4886 1.4254 0.6834
C: 0.9205 -0.5647 1.3776
C: 1.0251 -1.9438 0.7063
O: 2.9373 1.1018 -0.2942
O: 0.7680 2.0709 0.5052
S: 0.2199 -0.3407 -2.7137
S: 1.6257 0.8143 0.0750
H: -2.9189 0.5952 -1.4161
H: -2.1352 -0.3933 -3.3909
H: -0.2818 0.7810 2.5827
H: -1.1308 -0.4560 1.5193
H: -1.2998 2.1852 0.7810
H: 1.6047 -0.3794 2.2263
H: 0.5947 -1.9331 -0.2165
H: 0.5763 -2.5812 1.3442
H: 1.9926 -2.2187 0.6893

Which structure wins on stability? (a) wins.

(a)
2 unconnected molecules or ions with the total composition C3H13N2O, computed with ωB97M-V with the def2-TZVPD basis set.

As for the total charge: +1. The calculation puts the frontier orbital gap at 10.865 eV. As for the molar mass: 93.15 g/mol. Its LUMO energy is -3.2 eV.

CARTESIAN COORDINATES (ANGSTROEM)
C: -0.6750 0.7773 -0.3492
C: -0.0444 0.7047 0.9947
C: 1.5110 0.8160 0.8418
N: 2.0668 -0.0393 -0.2559
N: -0.3814 -0.3009 -1.3401
H: -0.1689 1.6562 -0.8338
H: -1.7507 0.9864 -0.4333
H: -0.2950 -0.1516 1.6465
H: -0.4322 1.4769 1.6583
H: 1.6824 1.8957 0.8369
H: 1.9942 0.3525 1.7404
H: 2.3918 -0.9034 0.1566
H: 2.8194 0.4427 -0.7511
H: -0.5995 0.0256 -2.2770
H: 1.3586 -0.0251 -1.0300
H: -0.9040 -1.1691 -1.2936
H: -2.7276 -1.6626 -0.2938
H: -3.3735 -2.5750 0.6004
O: -2.4719 -2.3072 0.3823

(b)
2 unconnected molecules or ions with the total composition C3H13N2O, computed with ωB97M-V with the def2-TZVPD basis set.

As for the total charge: +1. The calculation puts the frontier orbital gap at 10.008 eV. As for the molar mass: 93.15 g/mol. Its LUMO energy is -3.3 eV.

CARTESIAN COORDINATES (ANGSTROEM)
N: -1.4168 -0.3704 -0.4744
C: -0.4406 0.7856 -0.2505
C: 0.7856 0.4676 -1.0314
C: -0.2136 0.8944 1.2950
N: 0.9461 1.6930 1.5397
H: -2.2889 -0.2337 0.0296
H: -1.0641 -1.2608 -0.0979
H: -1.6898 -0.5094 -1.4503
H: -1.0382 1.6376 -0.5728
H: 0.8670 -0.6079 -1.2302
H: 1.7121 0.6014 -0.5102
H: 0.9847 0.8855 -2.0220
H: -1.1556 1.3705 1.5982
H: -0.2057 -0.0667 1.7939
H: 0.7457 2.6331 1.8610
H: 1.5637 1.2944 2.2369
H: 0.4539 -2.9320 -1.6729
H: 0.8299 -3.5516 -0.2937
O: 0.6246 -2.7308 -0.7482

Which structure wins on stability? (b) wins.

(a)
4 unconnected molecules or ions with the total composition CH8O5, computed with ωB97M-V with the def2-TZVPD basis set.

Its SMILES is O=CO.O.O.O. The calculation puts the frontier orbital gap at 10.785 eV. As for the molar mass: 100.07 g/mol. Its LUMO energy is 0.3 eV.

CARTESIAN COORDINATES (ANGSTROEM)
O: -1.4035 1.5697 1.4049
C: -2.0934 0.8390 0.7662
O: -1.9285 -0.4742 0.6644
H: -2.9776 1.1979 0.2157
H: -2.2404 -0.8643 -0.1718
O: -0.3025 -1.1079 -1.7429
H: 0.4533 -1.1568 -1.1619
H: -0.0495 -1.1863 -2.6900
O: 2.1986 -1.1798 -0.4855
H: 2.3286 -2.0505 -0.8401
H: 2.3105 -1.3196 0.4695
O: 1.2499 2.2559 1.2445
H: 0.4213 1.7651 1.1861
H: 2.0330 1.7119 1.1409

(b)
4 unconnected molecules or ions with the total composition CH8O5, computed with ωB97M-V with the def2-TZVPD basis set.

Its SMILES is O=CO.O.O.O. The calculation puts the frontier orbital gap at 10.848 eV. As for the molar mass: 100.07 g/mol. Its LUMO energy is 0.3 eV.

CARTESIAN COORDINATES (ANGSTROEM)
O: -0.4979 0.3583 0.8701
C: 0.4111 1.1720 0.8157
O: 1.5443 0.9270 0.1787
H: 0.3441 2.1772 1.2342
H: 1.3552 0.0595 -0.4881
O: 0.8350 -1.1470 -0.8779
H: 0.1137 -0.6982 -1.3560
H: 0.3627 -1.6512 -0.2042
O: -0.4815 -0.7479 3.9256
H: -1.3094 -0.3630 3.5988
H: -0.2078 -0.9236 3.0103
O: -0.9065 0.0312 -3.3295
H: -1.2325 0.9357 -3.3069
H: -0.3304 -0.1300 -4.0710

Which structure wins on stability? (a) wins.

(a)
3 unconnected molecules or ions with the total composition C4H12O2, computed with ωB97M-V with the def2-TZVPD basis set.

Its SMILES is C=C(C)C.O.O. The calculation puts the frontier orbital gap at 10.279 eV. As for the molar mass: 92.14 g/mol. Its LUMO energy is 0.6 eV.

CARTESIAN COORDINATES (ANGSTROEM)
C: 0.2360 0.8552 0.2606
C: -0.1871 -0.4094 0.2073
C: -0.2427 -1.2838 -1.0201
C: -0.7888 -0.9957 1.4505
H: 0.2332 1.3533 1.2176
H: 0.8284 1.2917 -0.5306
H: 0.8035 -1.3756 -1.3647
H: -0.7216 -0.8006 -1.8561
H: -0.4836 -2.3273 -0.9020
H: -0.9677 -0.3141 2.2729
H: -0.1902 -1.8341 1.8568
H: -1.7546 -1.5159 1.3528
O: 2.9051 0.2965 -1.0116
H: 3.6575 -0.3007 -0.9763
H: 2.3911 -0.2758 -0.4325
O: -2.0375 2.9523 -0.2138
H: -2.4575 2.1287 -0.4565
H: -1.2235 2.5553 0.1455

(b)
2 unconnected molecules or ions with the total composition C4H12O2, computed with ωB97M-V with the def2-TZVPD basis set.

Its SMILES is CCO.CCO. The calculation puts the frontier orbital gap at 11.251 eV. As for the molar mass: 92.14 g/mol. Its LUMO energy is 0.8 eV.

CARTESIAN COORDINATES (ANGSTROEM)
C: -1.7330 -1.4649 0.2305
C: -0.4242 -2.2408 0.2720
O: 0.1688 -2.1953 1.5313
H: -1.5895 -0.4619 0.6346
H: -2.4590 -1.9665 0.8735
H: -2.1578 -1.4120 -0.7708
H: 0.2437 -1.9285 -0.5383
H: -0.6465 -3.2761 0.0010
H: 0.7503 -1.4347 1.6013
C: 1.6253 1.3235 -0.2226
C: 0.2678 1.8020 -0.6870
O: 0.2151 3.2089 -0.8454
H: 1.8903 1.5052 0.8204
H: 2.3832 1.8820 -0.7841
H: 1.7587 0.2702 -0.4760
H: -0.5228 1.4438 -0.0202
H: 0.0568 1.3481 -1.6544
H: 0.1728 3.5969 0.0342

Which structure wins on stability? (b) wins.

(a)
2 unconnected molecules or ions with the total composition C4H12O2, computed with ωB97M-V with the def2-TZVPD basis set.

Its SMILES is CC[C@@H](C)O.O. The calculation puts the frontier orbital gap at 10.644 eV. As for the molar mass: 92.14 g/mol. Its LUMO energy is 0.8 eV.

CARTESIAN COORDINATES (ANGSTROEM)
C: 0.7739 -0.1733 1.7594
C: 0.3177 0.4199 0.4555
C: -1.2444 0.3167 0.2749
C: -1.6431 0.4208 -1.1737
O: -1.7053 -0.9838 0.7450
H: -0.0228 -0.0632 2.5148
H: 0.8183 -1.2586 1.6087
H: 1.7602 0.2670 2.0024
H: 0.7990 -0.0853 -0.3902
H: 0.5182 1.4709 0.2256
H: -1.6371 1.0749 0.9761
H: -2.7171 0.2164 -1.1131
H: -1.2624 -0.3847 -1.7983
H: -1.4606 1.4085 -1.5892
H: -1.9899 -0.8343 1.6462
O: 2.8996 0.1399 -1.8216
H: 2.6387 -0.7791 -1.9561
H: 3.8340 0.0906 -1.5715

(b)
3 unconnected molecules or ions with the total composition C4H12O2, computed with ωB97M-V with the def2-TZVPD basis set.

Its SMILES is C=CCC.O.O. The calculation puts the frontier orbital gap at 10.387 eV. As for the molar mass: 92.14 g/mol. Its LUMO energy is 0.5 eV.

CARTESIAN COORDINATES (ANGSTROEM)
C: 0.1126 -1.1076 1.5956
C: -1.1855 -1.2574 1.4737
C: -2.0382 -0.6119 0.4232
C: -2.5453 -1.6058 -0.5904
H: 0.7241 -1.6488 2.3172
H: 0.7119 -0.4016 1.0090
H: -1.6625 -1.9815 2.1316
H: -2.8473 -0.0899 0.9467
H: -1.5281 0.1950 -0.1168
H: -3.0767 -2.4260 -0.0969
H: -3.2028 -1.1127 -1.3081
H: -1.7376 -2.0304 -1.1857
O: 6.2505 2.9903 0.7871
H: 5.4525 2.6894 1.2265
H: 6.6878 2.1925 0.4742
O: 0.0444 1.8942 -3.3718
H: -0.7338 2.4091 -3.1441
H: 0.5742 1.9032 -2.5708

Which structure wins on stability? (a) wins.

(a)
C4H10O in the gas phase, computed with ωB97M-V with the def2-TZVPD basis set.

Its SMILES is CC[C@@H](C)O. The calculation puts the frontier orbital gap at 11.222 eV. As for the molar mass: 74.12 g/mol. Its LUMO energy is 1.1 eV.

CARTESIAN COORDINATES (ANGSTROEM)
C: 1.9232 0.1717 -0.0137
C: 0.5882 -0.5693 -0.1421
C: -0.6477 0.3482 -0.1782
C: -1.9191 -0.4740 -0.0434
O: -0.6565 1.2798 0.8905
H: 1.8264 1.0858 0.5886
H: 2.3308 0.4678 -0.9851
H: 2.6727 -0.4349 0.5019
H: 0.5817 -1.1726 -1.0595
H: 0.4672 -1.2690 0.6949
H: -0.6595 0.8884 -1.1421
H: -1.9728 -1.2307 -0.8333
H: -1.9181 -0.9813 0.9280
H: -2.8124 0.1549 -0.0969
H: 0.1959 1.7351 0.8903

(b)
2 unconnected molecules or ions with the total composition C4H10O, computed with ωB97M-V with the def2-TZVPD basis set.

Its SMILES is C=C.CCO. The calculation puts the frontier orbital gap at 11.199 eV. As for the molar mass: 74.12 g/mol. Its LUMO energy is 1.0 eV.

CARTESIAN COORDINATES (ANGSTROEM)
C: 0.1670 -1.8545 2.8771
C: -0.1152 -2.5753 1.7868
H: -0.7130 -1.5893 3.4486
H: 1.1227 -1.5726 3.2982
H: -1.1255 -2.9387 1.6345
H: 0.6689 -3.0222 1.1414
C: -0.7685 0.8370 -1.5929
C: 0.5811 1.5237 -1.6003
O: 0.3140 2.9632 -1.4128
H: -1.3787 1.3801 -2.3327
H: -0.8312 -0.2564 -1.5409
H: -1.4096 1.0964 -0.7257
H: 1.1958 1.3412 -2.4742
H: 1.1897 1.2583 -0.7358
H: 1.1024 3.4090 -1.7713

(c)
C4H10O in the gas phase, computed with ωB97M-V with the def2-TZVPD basis set.

Its SMILES is CCCCO. The calculation puts the frontier orbital gap at 11.275 eV. As for the molar mass: 74.12 g/mol. Its LUMO energy is 1.0 eV.

CARTESIAN COORDINATES (ANGSTROEM)
C: 1.0624 1.0549 -1.6032
C: 0.0701 0.0639 -1.0008
C: 0.2182 -0.0572 0.5126
C: -0.8707 -0.8971 1.1555
O: -0.7757 -0.7352 2.5598
H: 0.9425 2.0454 -1.1486
H: 2.0964 0.7362 -1.4288
H: 0.9189 1.1610 -2.6834
H: -0.9550 0.3860 -1.2335
H: 0.1972 -0.9220 -1.4679
H: 0.1685 0.9368 0.9743
H: 1.1985 -0.4779 0.7739
H: -1.8548 -0.5727 0.7810
H: -0.7556 -1.9574 0.8799
H: -1.6609 -0.7647 2.9291

(d)
2 unconnected molecules or ions with the total composition C4H10O, computed with ωB97M-V with the def2-TZVPD basis set.

Its SMILES is C=COCC.[H][H]. The calculation puts the frontier orbital gap at 9.858 eV. As for the molar mass: 74.12 g/mol. Its LUMO energy is 1.2 eV.

CARTESIAN COORDINATES (ANGSTROEM)
C: 1.9540 1.1370 -0.1820
C: 0.9417 0.2950 -0.3655
O: -0.3252 0.7385 -0.5377
C: -1.3705 -0.2173 -0.6225
C: -2.3771 0.0287 0.4869
H: 1.7739 2.2067 -0.1403
H: 2.9748 0.7806 -0.1025
H: 1.0735 -0.7876 -0.3902
H: -0.9643 -1.2367 -0.5653
H: -1.8396 -0.1041 -1.6069
H: -3.2174 -0.6682 0.4081
H: -2.7690 1.0477 0.4213
H: -1.9120 -0.0948 1.4698
H: 2.8701 -1.2463 0.9761
H: 3.1871 -1.8794 0.7507

Which structure wins on stability? (a) wins.

(a)
C4H10O in the gas phase, computed with ωB97M-V with the def2-TZVPD basis set.

Its SMILES is CC[C@@H](C)O. The calculation puts the frontier orbital gap at 11.222 eV. As for the molar mass: 74.12 g/mol. Its LUMO energy is 1.0 eV.

CARTESIAN COORDINATES (ANGSTROEM)
C: -0.4218 -1.4420 1.2979
C: -0.4474 -0.0037 0.7888
C: -0.0785 0.1064 -0.6908
C: -0.2397 1.5227 -1.2226
O: 1.2874 -0.2717 -0.8674
H: 0.5079 -1.9339 0.9920
H: -1.2638 -2.0206 0.8983
H: -0.4770 -1.4854 2.3903
H: -1.4396 0.4386 0.9495
H: 0.2711 0.6075 1.3500
H: -0.7287 -0.5698 -1.2693
H: -1.2729 1.8706 -1.1147
H: 0.4182 2.2033 -0.6710
H: 0.0379 1.5656 -2.2802
H: 1.3207 -1.1331 -1.2938

(b)
3 unconnected molecules or ions with the total composition C4H10O, computed with ωB97M-V with the def2-TZVPD basis set.

Its SMILES is [H][H].CC=O.C=C. The calculation puts the frontier orbital gap at 11.063 eV. As for the molar mass: 74.12 g/mol. Its LUMO energy is 1.2 eV.

CARTESIAN COORDINATES (ANGSTROEM)
H: 0.0192 1.3123 -1.9313
H: -0.3952 0.9917 -1.4010
C: 1.9456 0.3318 0.4853
C: 1.8177 -0.8240 -0.4687
O: 1.0765 -1.7644 -0.3045
H: 1.9823 1.2846 -0.0525
H: 2.8904 0.2354 1.0337
H: 1.1144 0.3320 1.1934
H: 2.4809 -0.7803 -1.3601
C: -1.7787 -0.6884 0.6831
C: -2.5370 0.3130 0.2489
H: -1.4134 -0.7258 1.7072
H: -1.4752 -1.5123 0.0443
H: -2.8215 1.1393 0.8960
H: -2.9062 0.3552 -0.7738

Which structure wins on stability? (a) wins.